A structure of composition C29H45As2CaN9O2. Source: OMol25; level of theory: the ωB97M-V functional and the def2-TZVPD basis.

Values from the calculation:
Kohn-Sham gap: 7.784 eV
charge: +2
2S+1: 1

Geometry (Å):
Ca  -0.7583  -0.0451  0.1182
C  2.2630  -0.6910  3.0665
As  1.3650  0.7438  2.1118
C  2.9035  1.8369  1.6297
C  0.6788  1.7657  3.6246
C  1.4059  1.7971  4.8161
C  0.9397  2.5109  5.9087
C  -0.2568  3.2089  5.8191
C  -0.9763  3.2029  4.6331
C  -0.5176  2.4847  3.5278
As  -1.4465  2.5806  1.8154
C  -3.1526  3.3212  2.3654
C  -0.6158  4.2156  1.1309
H  3.1219  -0.3040  3.6091
H  2.6180  -1.4415  2.3603
H  1.5754  -1.1552  3.7712
H  3.4651  2.0834  2.5286
H  2.5615  2.7561  1.1578
H  3.5395  1.2967  0.9316
H  2.3421  1.2629  4.9081
H  1.5110  2.5225  6.8284
H  -0.6262  3.7678  6.6695
H  -1.8956  3.7708  4.5789
H  -3.0324  4.3588  2.6697
H  -3.5672  2.7460  3.1912
H  -3.8476  3.2792  1.5282
H  -0.5387  4.9456  1.9339
H  -1.2189  4.6245  0.3212
H  0.3777  3.9909  0.7456
O  6.7274  -3.3233  -1.1000
C  6.0775  -2.8673  -2.1924
O  6.5207  -3.0760  -3.2810
C  4.8214  -2.0533  -1.9950
C  4.2119  -1.8210  -0.7717
C  3.0414  -1.0806  -0.7025
C  2.4906  -0.5246  -1.8424
C  3.0837  -0.7751  -3.0761
C  4.2372  -1.5343  -3.1456
N  1.2780  0.2406  -1.6984
C  1.0612  1.1460  -2.5598
C  -0.1839  1.9582  -2.5974
C  -0.4004  2.7811  -3.6853
C  -1.5692  3.5282  -3.7452
C  -2.4686  3.4263  -2.7020
C  -2.1596  2.5875  -1.6413
N  -1.0447  1.8577  -1.5717
H  6.3053  -3.0195  -0.2875
H  4.6181  -2.2168  0.1528
H  2.5474  -0.9250  0.2449
H  2.6388  -0.4175  -3.9963
H  4.7053  -1.7465  -4.0974
H  1.7893  1.3819  -3.3359
H  0.3398  2.8392  -4.4737
H  -1.7635  4.1806  -4.5870
H  -3.3901  3.9921  -2.6938
H  -2.8334  2.5039  -0.7975
N  -1.6612  -0.8524  2.3526
C  -2.9532  -1.5399  2.1101
C  -3.9779  -0.5432  1.6187
N  -3.5792  0.0139  0.3019
H  -0.9947  -1.5275  2.7154
H  -1.7824  -0.1758  3.1030
H  -3.3257  -2.0487  2.9994
H  -2.7858  -2.3083  1.3506
H  -4.0507  0.2832  2.3287
H  -4.9578  -1.0204  1.5920
H  -4.2074  0.7738  0.0648
H  -3.7403  -0.6999  -0.4036
C  -1.7227  -4.3571  -3.8088
N  -1.9297  -2.9820  -3.3505
C  -2.8374  -2.1170  -4.0955
C  -1.3175  -2.4674  -2.2638
N  -1.5688  -1.3076  -1.7343
N  -0.3118  -3.2887  -1.7505
C  0.3447  -3.2291  -0.5305
N  1.2815  -4.2001  -0.3957
N  0.0837  -2.3293  0.3625
H  -2.5278  -4.6175  -4.4877
H  -1.7694  -5.0592  -2.9776
H  -0.7824  -4.4831  -4.3511
H  -3.1199  -2.6178  -5.0160
H  -2.3479  -1.1781  -4.3635
H  -3.7499  -1.8997  -3.5340
H  -2.3270  -0.8609  -2.2363
H  -0.0010  -4.0216  -2.3643
H  1.3416  -4.9747  -1.0337
H  1.6984  -4.3431  0.5076
H  0.6805  -2.5000  1.1688

A structure of composition C29H45BN7OPdS3 in a non-equilibrium geometry. Source: OMol25; level of theory: the ωB97M-V functional and the def2-TZVPD basis.

Values from the calculation:
Kohn-Sham gap: 4.935 eV
charge: -1
2S+1: 1

Geometry (Å):
Pd  0.7163  -0.7256  1.5367
C  -4.1065  2.6461  3.1815
C  -4.7816  1.7188  2.1690
C  -6.0404  2.4226  1.6603
C  -5.2063  0.3972  2.8134
N  -3.8651  1.4539  1.0301
C  -4.1696  1.7592  -0.2936
C  -3.1378  1.3485  -1.0425
N  -2.1864  0.7829  -0.2195
B  -0.8292  0.2508  -0.7582
N  0.0023  1.4229  -1.3718
C  -0.0298  1.9456  -2.6529
C  0.9299  2.8724  -2.7751
N  1.5791  2.9579  -1.5513
C  0.9665  2.0948  -0.6593
S  1.2899  1.9558  0.9895
C  2.7416  3.8454  -1.2927
C  3.1501  4.5361  -2.5927
C  2.3576  4.9201  -0.2735
C  3.9366  3.0171  -0.8113
N  -1.0503  -0.9416  -1.7347
C  -1.3394  -0.9085  -3.0878
C  -1.3645  -2.1583  -3.5600
N  -1.1080  -3.0148  -2.4951
C  -0.9497  -2.2622  -1.3411
S  -0.7204  -2.8148  0.2283
C  -0.9977  -4.4697  -2.7777
C  -2.3094  -4.9283  -3.4302
C  0.1810  -4.6673  -3.7410
C  -0.7552  -5.3491  -1.5555
C  -2.6222  0.8345  1.0775
S  -1.8348  0.2608  2.4529
H  -4.7914  2.8322  4.0132
H  -3.8581  3.6007  2.7099
H  -3.1921  2.1953  3.5605
H  -6.6889  2.6111  2.5169
H  -6.5936  1.8016  0.9533
H  -5.8055  3.3820  1.1953
H  -5.8350  0.5988  3.6847
H  -4.3300  -0.1654  3.1304
H  -5.7727  -0.2041  2.0984
H  -5.0761  2.2450  -0.5975
H  -3.0062  1.4157  -2.1104
H  -0.2000  -0.1682  0.1576
H  -0.7371  1.6484  -3.3996
H  1.1913  3.4619  -3.6319
H  2.3656  5.1950  -2.9704
H  3.4165  3.8129  -3.3660
H  4.0280  5.1486  -2.3853
H  1.5735  5.5640  -0.6801
H  3.2312  5.5338  -0.0380
H  1.9941  4.4534  0.6406
H  4.1700  2.2383  -1.5419
H  3.7128  2.5382  0.1393
H  4.8074  3.6675  -0.6956
H  -1.5158  -0.0071  -3.6378
H  -1.5379  -2.4986  -4.5638
H  -2.4809  -4.4504  -4.3955
H  -3.1520  -4.6973  -2.7758
H  -2.2765  -6.0077  -3.5890
H  0.0171  -4.1602  -4.6934
H  0.3205  -5.7322  -3.9391
H  1.0934  -4.2700  -3.2923
H  -1.5609  -5.2650  -0.8303
H  0.1706  -5.0894  -1.0493
H  -0.6961  -6.3818  -1.9121
O  2.6053  -1.3326  -0.4636
C  3.7768  -0.9293  0.2008
C  4.4100  -2.0612  1.0058
C  3.4788  -2.6521  2.0748
C  3.0799  -1.6888  3.1649
C  4.0303  -1.1232  4.0095
C  3.6300  -0.2557  5.0121
C  2.2770  0.0073  5.1638
C  1.3844  -0.6106  4.3064
N  1.7651  -1.4340  3.3158
H  1.8219  -1.3029  0.2566
H  3.5688  -0.0846  0.8664
H  4.4951  -0.5830  -0.5512
H  5.3296  -1.6841  1.4733
H  4.6933  -2.8645  0.3195
H  3.9835  -3.5109  2.5329
H  2.5625  -3.0072  1.6053
H  5.0793  -1.3604  3.8764
H  4.3595  0.1997  5.6716
H  1.9185  0.6815  5.9304
H  0.3186  -0.4533  4.4023

A structure of composition C29H45BaNO6S2Si3Te. Source: OMol25; level of theory: the ωB97M-V functional and the def2-TZVPD basis.

Values from the calculation:
Kohn-Sham gap: 4.677 eV
charge: -2
2S+1: 1

Geometry (Å):
Ba  0.2221  0.0546  0.2956
O  1.3373  -2.3510  4.0537
S  1.5629  -1.3726  3.0094
O  1.5750  -1.9810  1.6723
O  0.7000  -0.2033  3.0846
C  3.2404  -0.7527  3.2980
C  3.8708  -1.3200  4.3996
C  5.1461  -0.9367  4.7878
C  5.8127  0.0343  4.0661
C  5.1974  0.6071  2.9624
C  3.9206  0.2327  2.5599
S  3.3319  1.0919  1.0727
O  2.1045  1.7849  1.4555
O  4.4096  1.9905  0.7142
O  3.1007  0.0384  0.0870
H  3.3263  -2.0721  4.9519
H  5.6077  -1.3981  5.6530
H  6.8089  0.3503  4.3531
H  5.6983  1.3655  2.3786
C  1.7710  -0.3182  -5.4298
Si  1.1405  -0.7739  -3.6890
C  0.2473  -2.4221  -3.9810
C  2.6924  -1.2497  -2.7350
C  0.0835  0.4883  -2.9030
Si  -1.6874  0.3670  -3.3333
C  -2.0595  0.2912  -5.2027
C  -2.5483  -1.1764  -2.6476
C  -2.7091  1.8580  -2.7694
Si  0.7473  2.1663  -2.9826
C  2.6012  2.3245  -2.6880
C  0.4509  3.1440  -4.5912
C  -0.0074  3.3138  -1.6316
C  -0.2289  4.6770  -1.8420
C  -0.7417  5.4697  -0.8292
C  -1.0169  4.8926  0.3988
C  -0.7632  3.5394  0.5498
N  -0.2863  2.7737  -0.4288
H  2.3432  -1.1490  -5.8576
H  2.4212  0.5596  -5.4182
H  0.9320  -0.1010  -6.0977
H  0.9799  -3.1786  -4.2813
H  -0.5136  -2.3586  -4.7630
H  -0.2455  -2.7644  -3.0707
H  3.2588  -1.9936  -3.3068
H  2.4656  -1.6880  -1.7582
H  3.3458  -0.4005  -2.5326
H  -1.5753  -0.5678  -5.6758
H  -1.7070  1.1910  -5.7132
H  -3.1383  0.2027  -5.3737
H  -2.4754  -2.0112  -3.3496
H  -3.6079  -0.9779  -2.4635
H  -2.1096  -1.4962  -1.7004
H  -2.4011  2.7758  -3.2787
H  -2.6135  2.0345  -1.6987
H  -3.7668  1.6892  -2.9950
H  3.1818  1.8650  -3.4911
H  2.9120  1.8539  -1.7532
H  2.8797  3.3814  -2.6339
H  0.8026  2.5618  -5.4464
H  0.9978  4.0927  -4.5898
H  -0.6083  3.3613  -4.7524
H  -0.0056  5.1101  -2.8087
H  -0.9234  6.5260  -0.9953
H  -1.4164  5.4659  1.2248
H  -0.9639  3.0468  1.4970
C  -0.6155  -4.3489  1.4309
Te  0.4284  -4.0174  -0.3961
C  -1.0312  -5.0995  -1.5248
H  -0.6941  -5.4168  1.6229
H  -1.6056  -3.9031  1.3561
H  -0.0502  -3.8628  2.2228
H  -2.0005  -4.6141  -1.4270
H  -1.0879  -6.1294  -1.1776
H  -0.7333  -5.0849  -2.5708
C  -2.7298  -0.1402  0.5776
C  -2.9847  0.2829  1.9107
C  -2.8402  -0.5777  3.0352
C  -3.0266  -0.1408  4.3292
C  -3.3817  1.1794  4.6119
C  -3.5376  2.0467  3.5330
C  -3.3510  1.6214  2.2312
H  -3.1105  0.4945  -0.2177
H  -2.8244  -1.2079  0.3774
H  -2.5399  -1.6070  2.8609
H  -2.8743  -0.8421  5.1437
H  -3.5117  1.5203  5.6314
H  -3.8141  3.0825  3.7119
H  -3.4961  2.3223  1.4135

A structure of composition C29H45GeInN11S3. Source: OMol25; level of theory: the ωB97M-V functional and the def2-TZVPD basis.

Values from the calculation:
Kohn-Sham gap: 7.751 eV
charge: +1
2S+1: 1

Geometry (Å):
In  -0.3387  -0.1677  0.3171
C  3.4954  -3.0729  0.4917
C  2.6675  -1.8300  0.6401
N  1.4879  -1.8176  1.1463
N  0.9990  -3.0179  1.5897
C  -0.1616  -3.0780  2.2943
N  -0.4890  -4.3055  2.7182
S  -1.1175  -1.7413  2.5851
C  3.2554  -0.5371  0.1801
C  4.0902  -0.5108  -0.9277
C  4.6476  0.6973  -1.3117
C  4.3717  1.8254  -0.5610
C  3.5260  1.6963  0.5313
N  2.9689  0.5468  0.8963
H  3.5013  -3.6619  1.4109
H  4.5300  -2.8306  0.2687
H  3.1014  -3.6884  -0.3230
H  1.5062  -3.8641  1.3784
H  0.1036  -5.1081  2.5920
H  -1.3582  -4.4183  3.2123
H  4.2688  -1.4073  -1.5052
H  5.2891  0.7516  -2.1809
H  4.8019  2.7866  -0.8059
H  3.2913  2.5613  1.1421
S  -5.0412  -0.5535  0.0367
C  -4.5713  1.0792  -0.0252
C  -3.2128  1.2059  -0.0092
C  -2.5094  -0.0395  0.0570
C  -3.3958  -1.0770  0.0864
C  -3.0545  -2.5083  0.0772
C  -3.9624  -3.5144  0.4100
C  -3.5518  -4.8314  0.3591
C  -2.2430  -5.1210  -0.0121
C  -1.4068  -4.0619  -0.3140
N  -1.7955  -2.7867  -0.2718
H  -5.3158  1.8572  -0.0799
H  -2.7295  2.1734  -0.0708
H  -4.9691  -3.2607  0.7143
H  -4.2424  -5.6264  0.6079
H  -1.8859  -6.1388  -0.0804
H  -0.3793  -4.2238  -0.6272
C  0.0609  2.6797  1.6116
N  0.1817  3.7645  2.5683
C  1.2096  3.4067  3.5500
N  0.8914  2.1612  4.2472
C  0.7698  1.0925  3.2664
N  -0.2856  1.3860  2.2484
C  -1.5674  1.5847  2.9882
N  -1.4671  2.6568  3.9648
C  -1.0993  3.8933  3.2723
C  -0.4010  2.3289  4.9150
H  0.9968  2.5525  1.0684
H  -0.7215  2.9214  0.8953
H  1.2991  4.2131  4.2784
H  2.1670  3.2938  3.0387
H  0.4963  0.1665  3.7728
H  1.7112  0.9436  2.7455
H  -1.8178  0.6579  3.5057
H  -2.3543  1.8096  2.2706
H  -1.0222  4.6992  4.0028
H  -1.8788  4.1476  2.5516
H  -0.6565  1.4040  5.4341
H  -0.3217  3.1323  5.6482
C  0.3117  4.2730  -1.3569
Ge  0.2525  2.5508  -2.2776
C  -1.4450  2.4045  -3.2291
C  1.6993  2.6324  -3.5903
C  0.5559  0.8313  -1.3777
H  0.4649  5.0187  -2.1390
H  1.1349  4.3588  -0.6488
H  -0.6132  4.5234  -0.8389
H  -1.6464  3.3099  -3.8031
H  -2.2773  2.2362  -2.5462
H  -1.3998  1.5625  -3.9224
H  1.5558  3.4768  -4.2664
H  1.7475  1.7169  -4.1815
H  2.6563  2.7626  -3.0819
H  0.1359  0.1541  -2.1286
H  1.6265  0.6295  -1.3890
C  -0.5825  -2.3475  -5.7449
N  0.3356  -2.4956  -4.6328
C  -0.0062  -2.3704  -3.3448
N  -1.2969  -2.1271  -3.0705
S  1.1315  -2.4588  -2.0913
H  -0.0137  -2.3837  -6.6692
H  -1.1001  -1.3871  -5.7024
H  -1.3184  -3.1545  -5.7700
H  1.3162  -2.6418  -4.8058
H  -2.0115  -2.1714  -3.7763
H  -1.5758  -2.1798  -2.0958

A structure of composition C29H45N3OSeV in a non-equilibrium geometry. Source: OMol25; level of theory: the ωB97M-V functional and the def2-TZVPD basis.

Values from the calculation:
Kohn-Sham gap (alpha / beta): 3.893 / 3.264 eV
⟨S²⟩: 0.802
charge: -2
2S+1: 2

Geometry (Å):
V  -1.2708  0.0536  0.6100
C  -1.6563  -3.7800  1.3891
C  -2.9685  -3.3086  0.7650
O  -3.4507  -2.1063  1.3032
H  -1.3607  -4.7221  0.9333
H  -1.7692  -3.9147  2.4648
H  -0.8743  -3.0438  1.2034
H  -3.7503  -4.0562  0.9604
H  -2.8362  -3.2185  -0.3225
H  -2.8407  -1.3549  1.0157
C  0.7414  1.8571  2.6900
C  0.6693  0.3465  2.9123
C  1.0778  0.0186  4.3580
C  -0.7302  -0.1768  2.5909
H  1.7603  2.2392  2.7931
H  0.0994  2.3716  3.4068
H  0.3666  2.0743  1.6889
H  1.3979  -0.1435  2.2517
H  0.3780  0.4810  5.0552
H  2.0858  0.3748  4.5891
H  1.0562  -1.0589  4.5234
H  -1.4213  0.2551  3.3375
H  -0.7202  -1.2631  2.7947
Se  -0.7076  -2.9180  -2.4978
C  0.2334  -4.5431  -2.5956
C  1.6121  -4.5465  -2.7876
C  2.2915  -5.7455  -2.9593
C  1.6078  -6.9505  -2.9304
C  0.2418  -6.9517  -2.6925
C  -0.4433  -5.7563  -2.5194
H  2.1456  -3.6061  -2.8058
H  3.3640  -5.7418  -3.1261
H  2.1385  -7.8850  -3.0920
H  -0.2967  -7.8932  -2.6515
H  -1.5096  -5.7579  -2.3359
C  5.1798  1.4213  1.4494
C  4.7986  -0.0305  1.7599
N  3.9427  -0.5643  0.7200
C  3.1054  0.2906  0.0040
N  1.9376  -0.0999  -0.3078
C  1.0926  0.7058  -1.1267
C  1.6527  2.0971  -1.4618
C  3.1692  2.0057  -1.6360
N  3.6897  1.5001  -0.3879
C  5.0765  1.6574  -0.0561
H  6.1869  1.6357  1.8162
H  4.4735  2.1028  1.9291
H  4.3306  -0.0780  2.7556
H  5.7029  -0.6556  1.7886
H  3.4291  -1.3941  0.9889
H  0.1197  0.8075  -0.5509
H  0.8682  0.1431  -2.0392
H  1.4585  2.7816  -0.6305
H  1.1772  2.4987  -2.3593
H  3.6172  2.9903  -1.8191
H  3.4181  1.3456  -2.4849
H  5.3810  2.6801  -0.3121
H  5.7335  0.9503  -0.5942
C  -2.5750  1.1092  -1.9132
C  -3.3108  1.6745  -0.6833
C  -4.7175  1.0502  -0.6752
C  -2.6189  1.2868  0.6186
C  -3.3144  3.1801  -0.7420
C  -2.0782  3.8562  -0.7786
C  -2.0089  5.2295  -0.7873
C  -3.1692  6.0013  -0.7352
C  -4.3980  5.3501  -0.6460
C  -4.4670  3.9694  -0.6531
H  -2.3569  0.0431  -1.7743
H  -1.6426  1.6412  -2.0948
H  -3.1969  1.2191  -2.8056
H  -4.6069  -0.0342  -0.6740
H  -5.2993  1.3416  -1.5514
H  -5.2601  1.3314  0.2252
H  -3.1079  1.8117  1.4626
H  -1.1647  3.2758  -0.7764
H  -1.0443  5.7238  -0.8419
H  -3.1158  7.0830  -0.7601
H  -5.3095  5.9376  -0.5922
H  -5.4396  3.4984  -0.5871